1.
{"formula": "C7H28O7", "method": "ωB97M-V/def2-TZVPD", "smiles": "CO.CO.CO.CO.CO.CO.CO", "e_lumo_ev": 0.42, "homo_lumo_gap_ev": 10.286, "relative_energy_kcal_mol": 87.9, "multiplicity": 1, "symbols": ["C", "O", "H", "H", "H", "H", "C", "O", "H", "H", "H", "H", "C", "O", "H", "H", "H", "H", "C", "O", "H", "H", "H", "H", "C", "O", "H", "H", "H", "H", "C", "O", "H", "H", "H", "H", "C", "O", "H", "H", "H", "H"], "xyz": [[-12.749, 1.751, 6.439], [-13.742, 1.197, 5.586], [-13.125, 2.673, 6.889], [-12.619, 1.007, 7.225], [-11.773, 1.925, 5.980], [-13.918, 1.835, 4.880], [-16.753, 3.109, 0.606], [-16.640, 3.809, 1.826], [-16.383, 2.085, 0.676], [-17.744, 3.124, 0.161], [-16.028, 3.490, -0.130], [-16.965, 4.708, 1.704], [-17.250, 2.882, 6.466], [-17.760, 3.863, 7.342], [-17.947, 2.032, 6.378], [-17.009, 3.238, 5.463], [-16.381, 2.415, 6.932], [-18.379, 4.440, 6.894], [-13.477, 3.451, 2.984], [-14.699, 3.410, 3.716], [-13.464, 2.859, 2.068], [-13.319, 4.500, 2.706], [-12.649, 3.185, 3.638], [-15.420, 3.553, 3.060], [-9.391, 1.878, 3.511], [-10.047, 2.639, 2.537], [-9.843, 0.898, 3.670], [-8.333, 1.679, 3.271], [-9.318, 2.343, 4.508], [-9.439, 3.316, 2.230], [-14.747, 7.570, 2.687], [-16.082, 7.894, 3.092], [-14.521, 8.012, 1.721], [-14.031, 7.980, 3.404], [-14.625, 6.485, 2.679], [-16.091, 7.830, 4.051], [-12.754, -0.303, 2.336], [-12.527, -1.389, 1.470], [-13.271, -0.577, 3.257], [-11.830, 0.226, 2.596], [-13.384, 0.495, 1.911], [-11.676, -1.263, 1.047]], "lowdin_charge": [-0.158, -0.133, 0.079, 0.077, 0.061, 0.025, -0.138, -0.123, 0.086, 0.082, 0.083, 0.101, -0.166, -0.120, 0.077, 0.068, 0.075, 0.069, -0.146, -0.155, 0.074, 0.067, 0.067, 0.036, -0.191, -0.111, 0.068, 0.080, 0.075, 0.081, -0.147, -0.129, 0.078, 0.080, 0.054, 0.071, -0.167, -0.103, 0.079, 0.061, 0.063, 0.071]}



2.
{"formula": "C8H12N3O2", "method": "ωB97M-V/def2-TZVPD", "e_lumo_ev": -6.52, "homo_lumo_gap_ev": 4.227, "total_charge": 1, "relative_energy_kcal_mol": 194.4, "multiplicity": 1, "symbols": ["C", "C", "C", "C", "C", "C", "C", "C", "N", "N", "N", "O", "O", "H", "H", "H", "H", "H", "H", "H", "H", "H", "H", "H", "H"], "xyz": [[5.043, -0.660, 0.072], [-2.376, -0.184, 0.029], [-1.180, 0.265, 0.460], [-2.098, -1.553, -0.496], [-2.924, -2.699, 0.092], [0.472, 2.737, -0.893], [3.820, -0.932, 0.439], [-1.338, 2.604, 0.641], [6.211, -0.539, -0.146], [-0.684, -1.715, -0.270], [-0.194, -0.703, 0.243], [-0.777, 1.435, 1.059], [-0.653, 3.182, -0.498], [-3.340, 0.281, 0.046], [-2.221, -1.583, -1.589], [-2.830, -2.709, 1.174], [-2.556, -3.640, -0.304], [-3.969, -2.578, -0.178], [0.964, 1.899, -0.409], [0.913, 3.242, -1.739], [6.754, 0.078, -0.720], [3.204, -1.629, -0.098], [3.395, -0.475, 1.313], [-2.388, 2.529, 0.325], [-1.250, 3.344, 1.448]], "lowdin_charge": [-0.293, 0.064, -0.306, -0.375, -0.021, 0.289, -0.040, -0.126, 0.173, 0.073, 0.096, 0.017, 0.105, 0.123, 0.170, 0.089, 0.087, 0.086, 0.141, 0.148, 0.079, 0.039, 0.036, 0.165, 0.178]}



3.
{"formula": "C3H6N2O2", "method": "ωB97M-V/def2-TZVPD", "smiles": "C/C(O)=N\\O.C#N", "e_lumo_ev": 0.71, "homo_lumo_gap_ev": 9.495, "relative_energy_kcal_mol": 107.4, "multiplicity": 1, "symbols": ["C", "C", "C", "N", "N", "O", "O", "H", "H", "H", "H", "H", "H"], "xyz": [[0.312, -0.658, -0.394], [0.914, -1.545, 0.669], [-0.858, 2.744, -0.566], [-0.555, 2.401, 0.498], [-0.808, -0.036, -0.276], [-1.420, -0.179, 0.984], [0.958, -0.267, -1.490], [0.002, -1.567, 1.268], [1.302, -2.475, 0.382], [1.651, -0.865, 1.243], [-2.117, 0.426, 1.007], [-1.111, 2.813, -1.608], [1.730, -0.792, -1.717]], "lowdin_charge": [-0.474, 0.013, -0.066, 0.070, 0.006, -0.081, 0.064, 0.065, 0.058, 0.128, 0.045, 0.061, 0.111]}



4.
{"formula": "CH2BrCl2P", "method": "ωB97M-V/def2-TZVPD", "e_lumo_ev": [-1.08, -0.17], "homo_lumo_gap_ev": [7.307, 7.847], "relative_energy_kcal_mol": 68.9, "multiplicity": 1, "symbols": ["C", "P", "Cl", "Cl", "Br", "H", "H"], "xyz": [[-0.358, -1.379, 1.603], [-0.290, 1.971, -1.942], [1.519, 2.382, -1.221], [-0.030, 0.355, -2.981], [-0.470, 0.281, 0.915], [0.144, -2.059, 1.031], [-0.514, -1.551, 2.595]], "lowdin_charge": [-0.525, -0.148, 0.045, 0.090, 0.635, -0.050, -0.047]}



5.
{"formula": "C3H3NO2", "method": "ωB97M-V/def2-TZVPD", "smiles": "N#C[C@@H](O)C=O", "e_lumo_ev": -0.08, "homo_lumo_gap_ev": 10.755, "relative_energy_kcal_mol": 45.0, "multiplicity": 1, "symbols": ["O", "C", "C", "O", "C", "N", "H", "H", "H"], "xyz": [[0.109, -1.409, -0.675], [-0.441, -0.226, -0.148], [0.285, 0.124, 1.166], [1.360, 0.666, 1.159], [-0.355, 0.928, -1.078], [-0.319, 1.860, -1.765], [1.060, -1.279, -0.808], [-1.495, -0.456, 0.047], [-0.204, -0.209, 2.102]], "lowdin_charge": [0.004, -0.341, -0.184, 0.092, -0.145, 0.172, 0.115, 0.153, 0.135]}



6.
{"formula": "C6H12", "method": "ωB97M-V/def2-TZVPD", "smiles": "CC[C@H]1C[C@H]1C", "e_lumo_ev": 1.18, "homo_lumo_gap_ev": 10.620, "relative_energy_kcal_mol": 42.5, "multiplicity": 1, "symbols": ["C", "C", "C", "C", "C", "C", "H", "H", "H", "H", "H", "H", "H", "H", "H", "H", "H", "H"], "xyz": [[1.770, 0.893, -0.622], [1.577, -0.304, 0.297], [0.324, -0.879, -0.306], [-0.897, -1.460, 0.276], [-1.035, -0.088, -0.318], [-1.739, 0.928, 0.605], [1.552, 0.618, -1.660], [0.929, 1.544, -0.345], [2.773, 1.320, -0.602], [1.432, 0.012, 1.338], [2.447, -0.977, 0.279], [0.597, -1.337, -1.266], [-0.975, -1.485, 1.358], [-1.341, -2.279, -0.264], [-1.462, 0.000, -1.315], [-2.802, 0.631, 0.610], [-1.733, 1.978, 0.285], [-1.419, 0.886, 1.651]], "lowdin_charge": [-0.117, -0.227, -0.289, -0.121, -0.280, -0.083, 0.076, 0.073, 0.070, 0.112, 0.108, 0.137, 0.109, 0.097, 0.122, 0.077, 0.065, 0.070]}



7.
{"formula": "C10H32BF3NO6S", "method": "ωB97M-V/def2-TZVPD", "e_lumo_ev": 1.00, "homo_lumo_gap_ev": 5.947, "total_charge": -1, "relative_energy_kcal_mol": 70.1, "multiplicity": 1, "symbols": ["N", "H", "H", "H", "H", "B", "H", "H", "H", "H", "C", "F", "F", "F", "S", "O", "O", "O", "C", "C", "C", "O", "H", "H", "H", "H", "H", "H", "H", "H", "C", "C", "C", "O", "H", "H", "H", "H", "H", "H", "H", "H", "C", "C", "C", "O", "H", "H", "H", "H", "H", "H", "H", "H"], "xyz": [[0.795, -0.626, 0.827], [0.291, -1.500, 0.889], [1.320, -0.597, -0.036], [1.493, -0.596, 1.556], [0.170, 0.159, 0.938], [4.522, -0.147, 3.256], [4.492, 0.489, 2.385], [4.891, -1.099, 2.907], [5.190, 0.230, 4.014], [3.525, -0.304, 3.638], [5.987, -2.171, -4.240], [5.373, -1.992, -5.387], [5.572, -3.333, -3.737], [7.306, -2.213, -4.406], [5.398, -0.739, -3.071], [5.540, 0.453, -3.866], [3.972, -1.012, -2.774], [6.297, -0.803, -1.914], [1.202, -5.915, 0.697], [0.150, -5.696, 1.789], [0.641, -5.197, 3.153], [-0.630, -4.677, 1.340], [1.827, -5.049, 0.481], [0.728, -6.211, -0.240], [1.967, -6.620, 1.023], [-0.531, -6.541, 1.883], [1.074, -6.042, 3.689], [-0.159, -4.810, 3.785], [1.441, -4.466, 3.038], [-1.260, -5.032, 0.708], [-6.202, 3.388, -3.312], [-6.049, 2.158, -2.398], [-4.769, 1.345, -2.679], [-6.023, 2.528, -1.077], [-5.472, 4.185, -3.170], [-7.156, 3.876, -3.113], [-6.222, 3.109, -4.365], [-6.871, 1.505, -2.694], [-3.862, 1.930, -2.525], [-4.784, 1.212, -3.761], [-4.716, 0.388, -2.159], [-6.905, 2.745, -0.765], [-0.295, 4.344, 2.927], [-1.201, 4.525, 1.730], [-0.550, 4.996, 0.464], [-1.630, 3.168, 1.448], [0.476, 3.599, 2.729], [-0.897, 3.995, 3.766], [0.207, 5.284, 3.157], [-2.087, 5.132, 1.919], [-0.602, 6.082, 0.384], [-0.961, 4.498, -0.414], [0.526, 4.824, 0.430], [-2.540, 3.240, 1.151]], "lowdin_charge": [0.365, 0.143, 0.160, 0.143, 0.147, -0.468, -0.122, -0.118, -0.112, -0.146, -0.694, 0.122, 0.106, 0.124, 0.463, -0.359, -0.405, -0.357, -0.048, -0.533, -0.042, -0.074, 0.083, 0.076, 0.078, 0.132, 0.076, 0.078, 0.085, 0.094, -0.062, -0.531, -0.050, -0.032, 0.079, 0.069, 0.075, 0.129, 0.078, 0.073, 0.077, 0.096, -0.054, -0.483, -0.066, -0.093, 0.088, 0.079, 0.083, 0.133, 0.077, 0.079, 0.083, 0.077]}



8.
{"formula": "C31H43Br2F16NNbO5", "method": "ωB97M-V/def2-TZVPD", "e_lumo_ev": 1.84, "homo_lumo_gap_ev": 6.096, "total_charge": -1, "multiplicity": 1, "symbols": ["C", "C", "O", "N", "C", "C", "C", "C", "C", "Nb", "C", "C", "C", "C", "O", "C", "O", "C", "C", "C", "C", "C", "C", "C", "Br", "C", "C", "Br", "H", "H", "H", "H", "H", "H", "H", "H", "H", "H", "H", "H", "H", "H", "H", "H", "H", "H", "H", "H", "H", "H", "H", "H", "H", "H", "H", "H", "H", "H", "H", "H", "H", "H", "H", "C", "C", "C", "F", "F", "F", "F", "O", "C", "C", "F", "F", "F", "F", "H", "H", "H", "H", "C", "C", "C", "F", "F", "F", "F", "O", "C", "C", "F", "F", "F", "F", "H", "H", "H", "H"], "xyz": [[-0.190, 0.744, 5.445], [-1.094, 1.227, 4.333], [-2.269, 1.461, 4.538], [-0.487, 1.338, 3.092], [0.681, 2.226, 3.079], [-1.395, 1.486, 1.951], [-0.758, 0.897, 0.674], [-1.582, -0.221, -0.012], [-0.832, -1.569, -0.148], [-2.144, -3.380, 0.197], [-0.760, -4.554, 1.468], [-3.330, -2.576, 1.952], [-2.553, -1.810, 3.050], [-2.038, -2.671, 4.198], [-0.603, -2.628, 4.211], [-1.024, -4.294, -1.615], [0.347, -4.709, -1.310], [1.265, -4.370, -2.244], [1.413, -5.131, -3.408], [2.371, -4.780, -4.349], [3.191, -3.673, -4.144], [3.052, -2.926, -2.978], [2.095, -3.270, -2.030], [-3.682, -2.771, -1.436], [-3.018, -1.736, -2.937], [-4.992, -3.010, -1.537], [-5.970, -2.613, -2.609], [-5.864, -3.942, -0.118], [0.790, 0.455, 5.076], [-0.671, -0.122, 5.895], [-0.095, 1.516, 6.210], [0.781, 2.764, 4.020], [1.614, 1.686, 2.904], [0.560, 2.948, 2.274], [-2.309, 0.958, 2.193], [-1.640, 2.542, 1.795], [0.227, 0.508, 0.933], [-0.591, 1.708, -0.039], [-2.528, -0.331, 0.525], [-1.842, 0.103, -1.017], [-0.074, -1.647, 0.642], [-0.336, -1.600, -1.119], [-3.023, -4.989, 0.067], [0.089, -3.944, 1.774], [-1.338, -4.862, 2.347], [-0.418, -5.461, 0.972], [-4.106, -1.908, 1.561], [-3.869, -3.404, 2.426], [-3.217, -1.051, 3.474], [-1.688, -1.266, 2.665], [-2.381, -3.702, 4.079], [-2.409, -2.290, 5.155], [-0.291, -3.230, 4.890], [-1.544, -5.138, -2.077], [-0.972, -3.505, -2.372], [0.774, -5.989, -3.565], [2.482, -5.369, -5.251], [3.929, -3.391, -4.883], [3.680, -2.062, -2.805], [1.969, -2.699, -1.119], [-5.514, -2.720, -3.593], [-6.288, -1.578, -2.473], [-6.858, -3.238, -2.569], [8.478, 1.674, -3.631], [8.821, 0.873, -4.892], [7.688, 0.581, -5.881], [6.748, -0.193, -5.310], [8.210, -0.079, -6.940], [9.457, -0.270, -4.574], [9.691, 1.662, -5.598], [8.288, 0.941, -2.443], [7.062, 0.485, -2.056], [7.054, -1.040, -1.875], [7.376, -1.641, -3.037], [5.812, -1.411, -1.514], [6.080, 0.879, -2.883], [6.801, 1.003, -0.834], [9.369, 2.269, -3.442], [7.655, 2.363, -3.821], [7.235, 1.513, -6.231], [7.770, -1.329, -1.104], [-3.612, 7.394, 1.927], [-3.045, 6.910, 0.587], [-4.044, 6.540, -0.513], [-4.802, 5.495, -0.134], [-3.351, 6.198, -1.621], [-2.169, 5.907, 0.773], [-2.363, 7.984, 0.074], [-3.660, 6.455, 2.974], [-4.748, 5.665, 3.206], [-4.385, 4.177, 3.140], [-3.922, 3.881, 1.912], [-5.506, 3.462, 3.369], [-5.782, 5.958, 2.394], [-5.155, 5.900, 4.477], [-2.894, 8.139, 2.266], [-4.568, 7.898, 1.783], [-4.687, 7.393, -0.746], [-3.631, 3.931, 3.891]], "lowdin_charge": [-0.001, -0.518, 0.055, -0.115, -0.050, -0.172, -0.168, -0.301, -0.331, 1.601, -0.299, -0.373, -0.281, -0.270, -0.097, -0.343, -0.189, -0.327, -0.015, -0.104, -0.117, -0.094, -0.006, -0.768, 0.658, -0.908, -0.222, 0.663, 0.077, 0.079, 0.081, 0.085, 0.085, 0.089, 0.100, 0.107, 0.097, 0.101, 0.071, 0.052, 0.040, 0.021, -0.069, -0.008, -0.024, -0.019, 0.019, 0.020, 0.093, 0.077, 0.096, 0.104, 0.077, 0.035, -0.009, 0.113, 0.092, 0.087, 0.081, 0.110, 0.036, 0.077, 0.039, -0.048, -0.443, -0.311, 0.103, 0.098, 0.142, 0.091, 0.052, -0.549, -0.288, 0.103, 0.105, 0.156, 0.142, 0.148, 0.148, 0.172, 0.175, -0.050, -0.444, -0.314, 0.104, 0.101, 0.144, 0.090, 0.052, -0.543, -0.288, 0.101, 0.107, 0.149, 0.139, 0.148, 0.146, 0.171, 0.169]}



no.,E (eV),largest force on an atom (eV/Å)
1,-22042.06581,1.87
2,-17043.27788,3.24
3,-10280.14063,3.99
4,-105443.66043,2.51
5,-8743.18003,1.41
6,-6415.09587,0.99
7,-44324.44389,4.91
8,-229682.22469,2.15